1.
This record from the OMol25 dataset describes a cluster of 11 separate species, C54H59F7O12 in total in a non-equilibrium geometry. The level of theory is ωB97M-V/def2-TZVPD.

Element x y z (Å)
C 2.22 0.86 -0.40
O 0.85 1.01 -0.21
C 0.06 -0.05 -0.40
O 0.39 -1.25 -0.59
O -1.14 0.42 -0.50
C -2.23 -0.43 -0.67
H 2.46 0.62 -1.44
H 2.57 0.04 0.22
H 2.80 1.67 0.05
H -3.12 0.13 -0.38
H -2.16 -1.21 0.09
H -2.38 -0.87 -1.66
C 7.30 2.47 -0.12
O 7.08 2.41 1.25
C 5.81 2.75 1.67
O 4.84 3.11 0.94
O 5.56 2.57 2.92
C 6.55 1.93 3.78
H 6.95 3.39 -0.59
H 6.73 1.70 -0.64
H 8.37 2.42 -0.32
H 7.07 1.14 3.23
H 6.13 1.52 4.70
H 7.22 2.74 4.06
C -4.23 2.06 2.13
O -3.04 2.39 1.45
C -2.95 3.05 0.31
O -3.97 3.44 -0.28
O -1.69 3.28 0.01
C -1.26 3.50 -1.32
H -5.15 2.61 1.94
H -4.02 2.12 3.20
H -4.46 0.99 2.15
H -1.40 2.61 -1.93
H -0.17 3.59 -1.32
H -1.69 4.40 -1.75
C -1.90 -3.29 -5.14
O -1.93 -1.99 -4.53
C -2.42 -0.94 -5.19
O -2.89 -1.01 -6.30
O -2.39 0.11 -4.30
C -3.04 1.33 -4.65
H -1.05 -3.89 -4.79
H -1.88 -3.33 -6.22
H -2.74 -3.86 -4.75
H -3.03 1.86 -3.69
H -4.09 1.20 -4.90
H -2.58 1.91 -5.45
F -5.57 -0.33 0.11
C -6.07 -1.39 -0.55
C -6.16 -1.28 -1.90
C -6.68 -2.36 -2.61
C -7.34 -3.46 -1.95
C -7.11 -3.61 -0.56
C -6.49 -2.53 0.14
H -5.65 -0.50 -2.45
H -6.75 -2.30 -3.69
H -7.69 -4.27 -2.58
H -7.37 -4.56 -0.12
H -6.32 -2.53 1.21
F 5.26 -1.19 -0.33
C 4.97 -2.01 -1.36
C 5.98 -2.40 -2.27
C 5.69 -3.33 -3.25
C 4.40 -3.72 -3.41
C 3.34 -3.28 -2.60
C 3.67 -2.44 -1.58
H 7.02 -2.21 -2.04
H 6.38 -3.66 -4.01
H 4.10 -4.40 -4.20
H 2.33 -3.65 -2.71
H 2.92 -2.08 -0.89
F 3.05 5.47 3.10
C 1.75 5.01 3.26
C 1.36 3.91 2.50
C 0.09 3.36 2.62
C -0.77 3.98 3.43
C -0.48 5.18 4.12
C 0.83 5.69 4.07
H 2.13 3.38 1.94
H -0.22 2.42 2.20
H -1.74 3.52 3.50
H -1.21 5.71 4.71
H 1.09 6.59 4.60
F 2.75 -2.14 6.92
C 2.98 -1.54 5.71
C 2.36 -0.30 5.59
C 2.45 0.39 4.41
C 3.05 -0.22 3.32
C 3.62 -1.45 3.45
C 3.69 -2.07 4.69
H 1.95 0.23 6.44
H 2.06 1.39 4.32
H 3.04 0.21 2.33
H 4.00 -1.92 2.56
H 4.10 -3.07 4.70
F 0.89 -3.24 4.02
C -0.30 -2.61 3.99
C -0.41 -1.50 3.12
C -1.69 -0.89 2.95
C -2.77 -1.45 3.56
C -2.63 -2.56 4.41
C -1.40 -3.13 4.71
H 0.49 -1.17 2.60
H -1.86 -0.01 2.35
H -3.75 -1.01 3.43
H -3.52 -2.82 4.96
H -1.29 -3.87 5.49
F 3.18 2.97 -2.76
C 2.41 3.49 -3.74
C 2.44 4.94 -3.86
C 1.56 5.59 -4.72
C 0.62 4.76 -5.41
C 0.60 3.35 -5.29
C 1.43 2.71 -4.41
H 3.13 5.60 -3.35
H 1.63 6.67 -4.79
H -0.08 5.32 -6.01
H -0.09 2.71 -5.82
H 1.35 1.63 -4.33
F -5.01 -5.22 1.44
C -3.87 -5.11 0.74
C -3.78 -5.77 -0.48
C -2.75 -5.37 -1.39
C -1.83 -4.44 -1.01
C -1.95 -3.81 0.22
C -2.88 -4.20 1.21
H -4.57 -6.38 -0.89
H -2.90 -5.80 -2.37
H -1.02 -4.15 -1.67
H -1.26 -2.98 0.37
H -2.91 -3.73 2.18

Computed properties:
HOMO level (alpha / beta) in eV: -10.5 / -10.5
Charge: +1
Gap between HOMO and LUMO (alpha / beta) in eV: 5.7 / 1.9
Electronic energy in Ha: -3694.581819
Multiplicity: 2
Lowest unoccupied orbital energy (alpha / beta) in eV: -4.79 / -8.58

=====

2.
This record from the OMol25 dataset describes a structure of composition C54H60FeN6O2SSiTe. The level of theory is ωB97M-V/def2-TZVPD.

Element x y z (Å)
Fe -0.77 -1.60 0.08
C 0.17 -1.21 4.42
C -0.11 -1.01 2.97
N 0.03 -1.92 2.07
N 0.54 -3.13 2.48
C 0.04 -4.15 1.83
N 0.54 -5.37 2.24
S -1.17 -4.17 0.63
C -0.60 0.31 2.50
C -0.69 1.41 3.35
C -1.19 2.60 2.83
C -1.58 2.65 1.50
C -1.45 1.50 0.73
N -0.96 0.38 1.22
H 0.34 -2.27 4.62
H -0.66 -0.84 5.02
H 1.07 -0.66 4.72
H 1.42 -5.32 2.74
H 0.45 -6.12 1.58
H -0.38 1.35 4.38
H -1.26 3.48 3.46
H -1.99 3.55 1.06
H -1.74 1.48 -0.31
C 7.64 3.08 4.02
C 6.45 2.62 3.23
C 6.60 1.78 2.13
C 5.51 1.35 1.39
C 5.77 0.43 0.22
C 4.21 1.76 1.73
Te 2.47 0.95 0.66
N 0.68 -0.22 -0.77
C -0.13 -0.14 -1.75
O -1.11 -1.03 -1.86
C -0.14 0.96 -2.76
C 0.14 2.27 -2.38
C 0.09 3.29 -3.32
C -0.22 3.02 -4.64
C -0.51 1.71 -5.02
C -0.48 0.70 -4.08
C 3.08 1.85 -1.16
C 3.36 1.07 -2.28
C 3.36 -0.44 -2.28
C 3.67 1.69 -3.49
C 3.72 3.07 -3.62
C 4.02 3.73 -4.93
C 3.47 3.83 -2.48
C 3.14 3.25 -1.27
C 2.82 4.17 -0.12
C 4.05 2.60 2.84
C 2.72 3.13 3.30
C 5.17 3.01 3.56
H 8.56 2.64 3.64
H 7.54 2.81 5.07
H 7.75 4.17 3.98
H 7.59 1.45 1.85
H 6.83 0.19 0.15
H 5.45 0.88 -0.72
H 5.21 -0.50 0.33
H 0.39 2.48 -1.35
H 0.32 4.31 -3.01
H -0.25 3.82 -5.37
H -0.77 1.49 -6.05
H -0.74 -0.32 -4.35
H 3.50 -0.83 -1.27
H 4.16 -0.81 -2.92
H 2.41 -0.83 -2.65
H 3.87 1.07 -4.36
H 4.17 2.98 -5.72
H 4.92 4.34 -4.88
H 3.20 4.38 -5.24
H 3.49 4.91 -2.56
H 2.70 5.19 -0.49
H 3.60 4.16 0.63
H 1.90 3.87 0.38
H 1.89 2.73 2.72
H 2.69 4.22 3.22
H 2.55 2.88 4.35
H 5.02 3.67 4.42
C -6.44 -2.05 2.26
C -4.92 -2.12 2.15
C -4.44 -3.54 2.46
C -4.32 -1.18 3.21
Si -4.24 -1.60 0.44
O -2.66 -1.49 0.52
C -5.02 0.07 -0.04
C -4.75 1.23 0.70
C -5.26 2.46 0.34
C -6.07 2.58 -0.78
C -6.35 1.45 -1.54
C -5.83 0.22 -1.16
C -4.75 -2.81 -0.92
C -6.02 -3.38 -1.07
C -6.30 -4.27 -2.09
C -5.32 -4.61 -3.00
C -4.06 -4.05 -2.89
C -3.78 -3.15 -1.87
H -6.75 -2.21 3.31
H -6.93 -2.83 1.67
H -6.84 -1.09 1.94
H -4.80 -3.85 3.45
H -3.35 -3.60 2.45
H -4.81 -4.26 1.72
H -4.52 -1.58 4.21
H -4.76 -0.18 3.17
H -3.24 -1.09 3.09
H -4.11 1.17 1.57
H -5.03 3.34 0.93
H -6.47 3.54 -1.07
H -6.97 1.53 -2.42
H -6.05 -0.65 -1.78
H -6.81 -3.11 -0.38
H -7.29 -4.70 -2.17
H -5.53 -5.32 -3.80
H -3.28 -4.30 -3.61
H -2.80 -2.70 -1.81
C 2.95 -4.47 -2.15
C 1.75 -4.21 -2.79
C 0.80 -3.43 -2.14
N 1.02 -2.90 -0.94
C 2.18 -3.12 -0.34
C 3.17 -3.92 -0.90
H 3.70 -5.08 -2.62
H 1.53 -4.61 -3.77
H -0.16 -3.19 -2.59
H 2.32 -2.64 0.62
H 4.10 -4.08 -0.37

Computed properties:
HOMO level (alpha / beta) in eV: -4.8 / -4.8
Charge: -1
Gap between HOMO and LUMO (alpha / beta) in eV: 7.0 / 7.0
Electronic energy in Ha: -4792.340560
Relative energy (zero: lowest compared OMol25 entry of this formula, charge and spin) in kJ/mol: 0.0
Multiplicity: 6
Lowest unoccupied orbital energy (alpha / beta) in eV: 2.22 / 2.21